[1]
Molecular formula: C24H64O24S8
Method: DFT, ωB97M-V with the def2-TZVPD basis set

Computed properties:
* energy relative to the best compared isomer or geometry (same formula, charge and spin): 477.5 kJ/mol
* total energy: -161739.8030 eV
* frontier orbital gap: 0.3871 Ha
* highest occupied orbital energy: -0.387 Ha
* total charge: 0
* SMILES: CCOS(C)(=O)=O.CCOS(C)(=O)=O.CCOS(C)(=O)=O.CCOS(C)(=O)=O.CCOS(C)(=O)=O.CCOS(C)(=O)=O.CCOS(C)(=O)=O.CCOS(C)(=O)=O

Element x y z (Å)
1 C 15.0422 -12.4122 4.4354
2 C 14.4865 -12.4274 5.8624
3 O 14.2716 -13.8260 6.1575
4 S 15.4557 -14.5668 7.1074
5 C 14.6249 -14.1972 8.7278
6 O 15.4264 -16.0284 6.8776
7 O 16.7103 -13.8462 7.0320
8 H 15.5127 -11.4448 4.2599
9 H 14.2130 -12.5179 3.7358
10 H 15.8254 -13.1558 4.2877
11 H 15.1290 -11.9754 6.6179
12 H 13.5432 -11.8833 5.8152
13 H 13.5409 -14.2989 8.6763
14 H 14.8987 -13.1752 8.9900
15 H 15.0550 -14.9321 9.4083
16 C 10.7662 -23.0315 6.2714
17 C 10.1792 -23.3829 4.9033
18 O 9.7820 -24.7632 4.9736
19 S 9.1854 -25.5384 3.6073
20 C 7.4853 -24.8695 3.7512
21 O 9.7286 -24.9417 2.4371
22 O 9.1795 -26.9864 3.9112
23 H 11.3663 -22.1314 6.4043
24 H 11.5251 -23.7152 6.6517
25 H 9.9860 -22.8008 6.9968
26 H 9.4236 -22.6702 4.5728
27 H 10.9643 -23.3188 4.1499
28 H 6.9014 -25.6163 4.2892
29 H 7.0533 -24.6051 2.7861
30 H 7.3479 -23.9586 4.3338
31 C 14.6911 -20.6270 2.6609
32 C 13.6641 -20.6850 3.6993
33 O 12.5520 -19.7283 3.4960
34 S 12.1945 -18.6692 4.7467
35 C 13.8514 -17.7407 4.9837
36 O 11.1284 -17.8039 4.2297
37 O 12.0116 -19.5124 5.9518
38 H 14.2443 -20.5303 1.6714
39 H 15.4178 -21.4349 2.7469
40 H 15.2971 -19.7218 2.6992
41 H 13.4002 -21.7398 3.7749
42 H 14.1349 -20.5730 4.6759
43 H 13.5762 -16.7127 5.2195
44 H 14.5741 -17.8025 4.1701
45 H 14.2735 -18.2179 5.8682
46 C 20.0645 -18.2175 1.2408
47 C 20.1784 -18.9156 2.5193
48 O 20.4068 -20.3135 2.2554
49 S 19.0632 -21.2783 2.3418
50 C 18.8707 -21.2327 4.1701
51 O 17.9317 -20.6329 1.6843
52 O 19.4653 -22.6423 1.9387
53 H 20.7468 -18.5405 0.4545
54 H 20.3527 -17.1663 1.2407
55 H 19.0835 -18.4253 0.8133
56 H 20.9672 -18.4806 3.1330
57 H 19.2588 -18.6668 3.0489
58 H 19.8858 -21.5415 4.4200
59 H 18.1245 -21.9665 4.4748
60 H 18.5872 -20.2074 4.4079
61 C 12.8559 -11.8255 0.4788
62 C 11.9221 -13.0429 0.4865
63 O 12.6640 -14.2394 0.7922
64 S 11.8071 -15.4215 1.5550
65 C 11.7428 -14.7312 3.2845
66 O 10.4541 -15.3733 1.0011
67 O 12.6103 -16.6319 1.5826
68 H 12.2562 -10.9478 0.2378
69 H 13.6091 -11.9370 -0.3012
70 H 13.4664 -11.6227 1.3588
71 H 11.1687 -12.8250 1.2434
72 H 11.3438 -13.2805 -0.4064
73 H 11.4037 -13.7024 3.1634
74 H 12.7442 -14.8650 3.6937
75 H 10.9554 -15.2491 3.8323
76 C 15.1034 -24.1340 1.1885
77 C 13.5668 -24.0708 1.2245
78 O 13.2066 -23.3883 0.0705
79 S 11.6321 -22.7103 -0.0785
80 C 10.7029 -24.2604 -0.4990
81 O 11.2149 -22.2469 1.2332
82 O 11.5230 -21.9487 -1.3353
83 H 15.4126 -25.0910 1.6085
84 H 15.7139 -23.2949 1.5222
85 H 15.3519 -24.2510 0.1336
86 H 13.0744 -25.0413 1.1630
87 H 13.2689 -23.4846 2.0938
88 H 11.0616 -24.9618 0.2543
89 H 11.0024 -24.5471 -1.5070
90 H 9.6413 -24.0133 -0.4910
91 C 8.3995 -19.0465 6.2052
92 C 8.3029 -20.0942 5.1025
93 O 7.5203 -19.4640 4.0637
94 S 7.5364 -20.1685 2.6239
95 C 9.0251 -19.3971 1.8449
96 O 7.8092 -21.5732 2.7695
97 O 6.3637 -19.7529 1.8617
98 H 7.4589 -18.7603 6.6756
99 H 8.9275 -18.1578 5.8595
100 H 8.9780 -19.4636 7.0295
101 H 9.2690 -20.3395 4.6613
102 H 7.8320 -21.0170 5.4413
103 H 8.9884 -18.3077 1.8479
104 H 8.9620 -19.8365 0.8494
105 H 9.9668 -19.7699 2.2479
106 C 16.4116 -24.7483 4.3796
107 C 16.6392 -24.6086 5.8782
108 O 16.8230 -23.2378 6.1725
109 S 15.5919 -22.4671 7.0847
110 C 16.1950 -23.1005 8.7358
111 O 15.8106 -20.9897 6.9434
112 O 14.3399 -23.1066 6.7272
113 H 16.3883 -23.8247 3.8012
114 H 15.5723 -25.3480 4.0275
115 H 17.3300 -25.1657 3.9667
116 H 15.6972 -24.9478 6.3091
117 H 17.4650 -25.2329 6.2194
118 H 15.7065 -22.6009 9.5724
119 H 17.2843 -23.0741 8.7044
120 H 16.0758 -24.1802 8.6468

---

[2]
Molecular formula: C24H66FO31P7
Method: DFT, ωB97M-V with the def2-TZVPD basis set

Computed properties:
* energy relative to the best compared isomer or geometry (same formula, charge and spin): 143.7 kJ/mol
* total energy: -157181.5859 eV
* frontier orbital gap: 0.3818 Ha
* highest occupied orbital energy: -0.379 Ha
* total charge: 0
* SMILES: O=C1OC[C@@H](F)O1.COP(=O)(OC)OC.COP(=O)(OC)OC.COP(=O)(OC)OC.COP(=O)(OC)OC.COP(=O)(OC)OC.COP(=O)(OC)OC.COP(=O)(OC)OC

Element x y z (Å)
1 O -3.6866 0.4855 -0.4284
2 C -2.5676 0.1204 -0.0876
3 O -1.4476 0.7873 -0.4985
4 C -0.3161 0.1845 0.1786
5 C -0.9136 -1.1386 0.6242
6 F -0.4232 -1.4251 1.8364
7 O -2.2970 -0.8693 0.7822
8 H 0.5725 0.0048 -0.4265
9 H -0.0156 0.6870 1.0980
10 H -0.6751 -1.9250 -0.0919
11 C -0.0859 10.7533 -6.5724
12 O -1.1567 9.9099 -6.1066
13 P -1.6457 9.9803 -4.5379
14 O -0.5670 9.9058 -3.5076
15 O -2.4963 11.3558 -4.4856
16 C -3.5391 11.7026 -5.3287
17 O -2.7848 8.7847 -4.4539
18 C -3.4475 8.4871 -3.2177
19 H -0.0379 10.4186 -7.6086
20 H 0.8777 10.5647 -6.0991
21 H -0.4439 11.7828 -6.5786
22 H -3.4475 12.7621 -5.5679
23 H -4.5159 11.4399 -4.9226
24 H -3.5300 11.3071 -6.3444
25 H -3.0720 8.9263 -2.2935
26 H -3.4872 7.4063 -3.0821
27 H -4.4518 8.8874 -3.3564
28 C -4.3948 -11.7842 -0.5886
29 O -3.0836 -12.3106 -0.6018
30 P -1.9144 -11.5465 -1.4826
31 O -0.6173 -12.2756 -1.4432
32 O -1.8235 -10.0841 -0.8509
33 C -0.6462 -9.2547 -0.9729
34 O -2.4640 -11.2705 -2.9664
35 C -1.5886 -10.7346 -3.9271
36 H -4.9512 -11.9824 -1.5046
37 H -4.3028 -10.7089 -0.4358
38 H -4.9493 -12.1935 0.2559
39 H -0.0065 -9.6392 -1.7672
40 H 0.0482 -9.3854 -0.1429
41 H -0.8632 -8.2067 -1.1801
42 H -0.5264 -10.6412 -3.7008
43 H -2.0355 -9.7965 -4.2562
44 H -1.5802 -11.3660 -4.8156
45 C 1.0404 -3.3591 -6.4195
46 O 1.7195 -4.5953 -6.4645
47 P 2.9876 -4.9907 -5.5337
48 O 2.7300 -4.7080 -4.1133
49 O 4.2034 -4.1928 -6.1143
50 C 4.4161 -2.7673 -5.7889
51 O 3.3223 -6.5035 -5.9942
52 C 4.6645 -6.9845 -5.6647
53 H 0.3590 -3.2530 -7.2636
54 H 1.7341 -2.5389 -6.6046
55 H 0.5508 -3.1644 -5.4653
56 H 3.6711 -2.3225 -5.1292
57 H 4.4421 -2.1947 -6.7160
58 H 5.3908 -2.7136 -5.3038
59 H 5.4363 -6.8476 -6.4221
60 H 4.6149 -8.0363 -5.3828
61 H 4.9508 -6.5657 -4.7000
62 C 1.4679 4.4183 -4.4125
63 O 2.7806 4.0727 -4.6750
64 P 3.9545 4.7620 -3.7751
65 O 5.3341 4.2738 -4.0960
66 O 3.7972 6.3239 -4.0712
67 C 4.7892 7.3108 -3.8452
68 O 3.4858 4.4811 -2.2469
69 C 3.5933 5.3705 -1.1901
70 H 0.8734 3.5051 -4.3858
71 H 1.1204 4.8966 -5.3282
72 H 1.3927 5.0363 -3.5178
73 H 5.7366 6.9596 -3.4364
74 H 4.4967 8.0532 -3.1026
75 H 4.9840 7.7685 -4.8151
76 H 3.3072 5.0019 -0.2051
77 H 2.9617 6.2304 -1.4130
78 H 4.6143 5.7491 -1.1417
79 C -13.1598 4.1597 2.7463
80 O -12.9784 5.4966 2.4138
81 P -11.6776 5.9024 1.5159
82 O -11.6891 7.2618 0.9579
83 O -10.4707 5.6348 2.5564
84 C -10.2602 6.4830 3.7345
85 O -11.4443 4.7201 0.4091
86 C -10.2890 4.9326 -0.4110
87 H -12.5392 3.4545 2.1934
88 H -14.1271 3.9013 2.3153
89 H -13.0988 3.8745 3.7966
90 H -10.2539 5.9131 4.6636
91 H -11.0102 7.2568 3.8981
92 H -9.2335 6.8489 3.7276
93 H -10.1403 5.9374 -0.8064
94 H -10.5872 4.3794 -1.3016
95 H -9.3272 4.5405 -0.0804
96 C 3.8002 -5.2696 12.1051
97 O 2.9995 -4.1130 11.8879
98 P 1.5537 -4.2723 11.2856
99 O 0.7954 -2.9913 11.2259
100 O 1.6623 -5.0999 9.9281
101 C 2.4002 -4.6380 8.8144
102 O 0.8356 -5.3719 12.2744
103 C -0.0368 -6.3107 11.7521
104 H 4.4520 -5.1240 12.9665
105 H 4.4805 -5.2844 11.2536
106 H 3.3130 -6.2342 12.2475
107 H 2.4297 -3.5492 8.7726
108 H 2.0445 -5.0399 7.8657
109 H 3.4643 -4.8406 8.9355
110 H -0.7477 -6.5977 12.5270
111 H 0.5012 -7.2465 11.6007
112 H -0.4439 -6.0553 10.7738
113 C 6.3973 -2.4471 1.4199
114 O 7.1356 -1.2741 1.4581
115 P 7.0051 -0.3933 2.8569
116 O 5.7257 -0.7373 3.5962
117 O 8.4148 -0.7362 3.6253
118 C 8.4132 -0.7425 5.0780
119 O 7.2623 1.1698 2.5156
120 C 8.4369 1.5316 1.7296
121 H 6.3178 -2.9196 2.3990
122 H 6.8565 -3.1639 0.7392
123 H 5.4156 -2.1015 1.0961
124 H 7.7405 -0.0717 5.6125
125 H 9.4202 -0.6222 5.4773
126 H 8.1447 -1.7557 5.3770
127 H 8.9599 0.7734 1.1469
128 H 9.1917 1.8538 2.4470
129 H 8.3224 2.3962 1.0757